1.
ORCA calculation (ωB97M-V with the def2-TZVPD basis set) on C21H28BF4InNO5 as an isolated structure.

Spin multiplicity: 1
Calculated total energy in Eh: -1862.35278
Gap between HOMO and LUMO in eV: 4.29
Net charge: -1

The geometry in XYZ format:
```
61
Properties=species:S:1:pos:R:3:forces:R:3:mulliken_charge:R:1
C -0.980 -1.837 -1.251 0.25 0.07 0.49 -1.156
C -0.277 -2.535 -0.083 0.23 0.43 -0.03 -0.291
C 0.692 -1.558 0.593 0.11 -0.22 -0.12 -0.343
C 1.703 -2.202 1.545 0.01 -0.12 -0.01 -0.481
C 3.024 -1.425 1.748 -0.14 0.01 0.04 -1.357
In 2.964 0.813 1.596 -0.37 0.04 -0.02 0.943
B 2.287 1.691 3.608 0.23 -0.07 -0.08 0.365
O 1.406 0.949 4.399 -0.49 0.53 -0.17 -0.695
N 2.694 3.000 4.209 -0.30 -0.35 0.41 -0.180
C 3.318 2.823 5.518 0.00 0.12 -0.13 -0.992
C 1.488 3.816 4.363 0.21 0.10 0.05 -0.985
C 5.021 1.533 0.912 -0.28 -0.05 -0.21 0.347
F 5.706 0.489 0.269 0.03 -0.07 0.07 -0.327
F 5.876 1.944 1.923 0.11 -0.08 0.03 -0.281
C 5.089 2.647 -0.127 0.27 0.06 0.09 0.012
F 4.877 3.862 0.449 -0.13 0.05 0.02 -0.262
F 4.139 2.477 -1.081 -0.09 -0.06 -0.13 -0.223
H -0.224 -1.487 -1.962 -0.16 -0.13 -0.13 0.465
H -1.465 -0.932 -0.870 -0.14 -0.09 -0.17 0.165
H -1.718 -2.459 -1.759 0.05 0.05 -0.02 0.424
H -1.017 -2.896 0.635 0.16 -0.21 -0.06 0.024
H 0.326 -3.374 -0.452 -0.26 -0.12 0.05 0.423
H 1.258 -1.054 -0.200 -0.09 0.09 0.11 0.187
H 0.124 -0.778 1.116 0.09 0.08 -0.13 0.137
H 1.928 -3.199 1.135 -0.01 0.02 0.12 0.369
H 1.231 -2.389 2.519 -0.05 0.04 -0.09 0.221
H 3.393 -1.660 2.753 0.15 0.02 -0.12 0.429
H 3.766 -1.815 1.043 0.02 0.15 0.03 0.353
H 1.790 1.314 0.354 0.13 0.02 -0.04 -0.440
H 0.828 0.426 3.832 0.45 -0.40 0.16 0.284
H 3.559 3.808 5.937 0.09 -0.09 -0.01 0.317
H 2.658 2.307 6.234 0.07 0.02 0.00 0.275
H 4.243 2.248 5.414 -0.03 0.05 0.03 0.287
H 0.854 3.478 5.199 -0.03 0.00 -0.07 0.265
H 0.888 3.784 3.449 0.06 0.08 0.01 0.266
H 1.782 4.855 4.558 -0.09 -0.03 -0.06 0.319
H 6.061 2.671 -0.633 0.03 0.03 0.07 0.158
C -6.208 -2.562 -0.313 0.02 -0.02 0.01 -0.404
C -5.283 -3.306 0.284 -0.02 0.00 -0.01 -0.437
C -4.056 -2.694 0.857 0.10 0.09 -0.06 0.495
O -3.207 -3.367 1.397 -0.16 -0.11 0.09 -0.560
C -3.903 -1.221 0.735 -0.02 0.02 0.01 -0.271
C -4.830 -0.479 0.135 0.01 -0.01 0.01 -0.349
C -6.055 -1.089 -0.434 0.01 0.01 -0.01 0.383
O -6.906 -0.416 -0.978 -0.01 0.00 0.00 -0.577
H -7.110 -2.982 -0.740 -0.01 0.02 -0.01 0.409
H -5.370 -4.381 0.383 0.02 0.00 0.01 0.423
H -2.996 -0.803 1.153 0.01 -0.02 0.00 0.430
H -4.737 0.595 0.030 -0.01 0.00 -0.02 0.432
C -1.093 1.617 -5.542 -0.01 0.00 0.02 -0.391
C -1.585 0.936 -4.509 0.01 0.02 -0.02 -0.221
C -2.087 -0.452 -4.671 0.08 0.03 0.05 0.399
O -2.535 -1.070 -3.731 -0.18 0.01 -0.11 -0.483
C -2.010 -1.056 -6.026 0.00 0.00 -0.02 -0.377
C -1.521 -0.374 -7.058 -0.01 -0.02 0.02 -0.358
C -1.025 1.017 -6.897 0.01 0.00 0.00 0.357
O -0.583 1.635 -7.842 -0.01 0.01 -0.01 -0.560
H -0.718 2.628 -5.448 0.02 0.00 -0.01 0.405
H -1.638 1.348 -3.510 0.01 -0.02 0.01 0.434
H -2.376 -2.071 -6.116 0.00 0.00 0.02 0.408
H -1.457 -0.790 -8.055 0.02 0.02 -0.01 0.391
```
Forces are in eV/Å.


2.
ORCA calculation (ωB97M-V with the def2-TZVPD basis set) on C21H28ClCoF3N2O5S as an isolated structure at a distorted geometry.

Spin multiplicity: 5
Calculated total energy in Eh: -3843.47119
Gap between HOMO and LUMO (spin up / spin down) in eV: 3.99 / 7.79
Net charge: -1

The geometry in XYZ format:
```
62
Properties=species:S:1:pos:R:3:forces:R:3:lowdin_spin:R:1
Co -0.023 0.187 0.038 -4.60 -6.18 -2.37 2.465
Cl -1.389 -0.037 -1.732 -1.08 -0.01 -1.02 0.088
N 1.306 -1.102 -0.769 2.34 0.28 -0.65 0.052
N -1.607 0.814 1.165 -0.55 2.02 1.14 0.055
C 2.541 -0.702 -0.964 -1.80 -1.25 0.28 0.019
C -1.753 2.101 1.355 -0.08 -2.39 -0.22 0.014
C 1.189 -2.468 -1.339 0.29 0.06 0.01 0.009
C 2.655 -2.894 -1.411 0.63 0.13 0.31 0.003
C 0.612 -2.417 -2.740 -0.29 0.24 -0.29 0.001
C 0.366 -3.380 -0.464 0.11 -0.24 0.25 0.001
H 1.272 -1.844 -3.404 -0.15 -0.05 0.03 0.000
H -0.371 -1.936 -2.715 0.29 -0.18 -0.16 0.001
H 0.522 -3.442 -3.119 0.04 0.10 -0.04 0.000
H 0.834 -3.450 0.518 -0.24 -0.02 -0.03 0.000
H 0.354 -4.374 -0.924 -0.15 0.05 0.10 0.000
H -0.660 -3.008 -0.374 0.12 -0.05 -0.03 0.001
C -2.830 0.128 1.654 0.22 0.06 0.00 0.010
C -3.765 1.298 1.961 -0.14 0.82 -0.12 0.004
C -2.528 -0.653 2.923 0.15 -0.01 0.19 0.001
C -3.422 -0.789 0.611 -0.30 -0.08 -0.28 0.001
H -3.493 -0.269 -0.348 -0.04 -0.23 0.14 0.000
H -4.422 -1.094 0.940 0.09 -0.08 -0.01 0.000
H -2.804 -1.683 0.480 -0.09 0.15 -0.06 0.000
H -2.125 0.020 3.688 0.01 -0.17 -0.03 0.000
H -1.795 -1.440 2.730 -0.14 0.16 0.09 0.000
H -3.462 -1.093 3.292 0.12 0.00 0.01 0.000
O -2.946 2.499 1.788 -0.61 -0.01 0.45 0.003
H -4.141 1.312 2.992 0.10 -0.06 -0.24 0.001
H -4.606 1.380 1.260 0.19 -0.03 0.13 0.000
O 3.397 -1.623 -1.392 0.00 -0.47 -0.29 0.007
H 2.944 -3.414 -2.334 -0.19 0.14 0.26 0.001
H 2.966 -3.461 -0.526 -0.01 0.15 -0.17 0.000
C 3.023 0.695 -0.794 -0.12 -0.37 0.08 0.035
C -0.715 3.137 1.111 -0.26 -0.05 0.16 0.041
C -0.033 2.802 -0.162 -0.46 1.49 -1.40 0.208
H 0.005 3.057 1.942 -0.08 0.16 -0.10 0.011
H -1.176 4.128 1.115 0.01 -0.16 0.02 0.004
C 0.845 1.705 -0.181 2.53 1.75 2.93 0.378
C 1.875 1.583 -1.124 0.48 0.67 -1.39 0.206
H 0.819 0.768 0.943 2.98 3.80 1.43 -0.003
C 1.616 2.156 -2.361 0.82 -0.74 0.82 0.048
C 0.514 3.015 -2.486 -0.31 0.24 -1.08 0.233
C 2.456 1.781 -3.544 0.13 0.11 -0.30 0.001
C -0.294 3.372 -1.401 -0.26 -0.16 1.66 0.044
H 0.300 3.452 -3.464 -0.01 -0.16 0.19 0.021
C -1.469 4.289 -1.551 -0.13 0.31 -0.20 0.001
H -1.522 4.661 -2.579 -0.07 0.07 0.14 0.003
H -1.404 5.147 -0.870 -0.05 -0.03 -0.15 -0.001
H -2.412 3.765 -1.329 0.25 0.10 -0.10 0.000
H 3.526 1.903 -3.340 -0.10 0.02 -0.13 -0.001
H 2.186 2.406 -4.402 0.16 -0.07 0.03 0.003
H 2.295 0.730 -3.834 -0.01 0.26 0.08 0.000
H 3.904 0.861 -1.418 -0.11 -0.11 0.12 0.003
H 3.286 0.801 0.270 0.13 0.14 -0.17 0.007
F 0.070 -2.480 4.799 0.51 -0.57 -0.50 0.000
C 0.841 -3.045 3.835 -0.10 0.20 -0.29 0.000
F 1.754 -3.848 4.417 -0.59 0.26 -0.12 0.000
F 0.030 -3.812 3.052 0.49 0.27 0.71 0.000
S 1.639 -1.731 2.777 -0.20 0.89 0.24 0.003
O 2.378 -0.888 3.713 -0.63 -0.88 -0.75 0.002
O 2.429 -2.470 1.807 -0.11 0.11 0.52 0.000
O 0.421 -1.112 2.221 0.82 -0.41 0.20 0.012
```
Forces are in eV/Å.


Q: net charge of number 2 (C21H28ClCoF3N2O5S)?
A: -1


Q: Which value of net charge does entry 2 give?
A: -1


Q: calculated total energy of number 1 (C21H28BF4InNO5)?
A: -1862.35278 Eh